Density functional theory data (the ωB97M-V functional and the def2-TZVPD basis) for a structure of composition C29H37InN5S in a non-equilibrium geometry.

Geometry as XYZ:
```
73
C29H37InN5S (the ωB97M-V functional and the def2-TZVPD basis)
In 0.365 0.005 0.877
N 0.684 -2.898 3.260
N 0.605 -2.170 -0.374
C 1.049 1.892 0.354
C 2.170 1.030 0.684
C 2.012 0.601 2.049
C 2.958 -0.262 2.834
H 3.719 -0.722 2.181
H 2.421 -1.074 3.355
H 3.493 0.349 3.586
C 0.794 1.156 2.564
C 0.273 0.975 3.961
H 0.715 1.719 4.652
H 0.517 -0.031 4.340
H -0.823 1.091 3.998
C 0.209 1.977 1.514
C -1.022 2.827 1.653
H -1.770 2.355 2.312
H -1.500 3.001 0.674
H -0.766 3.813 2.083
C 3.330 0.711 -0.216
H 4.187 1.384 -0.024
H 3.049 0.827 -1.275
H 3.683 -0.325 -0.074
C 0.869 2.658 -0.925
H -0.196 2.840 -1.141
H 1.290 2.117 -1.787
H 1.373 3.643 -0.866
C 0.008 -3.568 4.203
H 0.468 -3.587 5.201
C -1.209 -4.226 3.975
H -1.714 -4.763 4.785
C -1.748 -4.170 2.681
H -2.698 -4.665 2.450
C -1.064 -3.468 1.689
H -1.470 -3.389 0.675
C 0.160 -2.832 2.011
C 0.919 -2.010 1.050
H 2.003 -2.082 1.221
C 0.322 -0.924 -0.816
C 0.616 -3.112 -1.398
H 0.810 -4.172 -1.243
C 0.327 -2.407 -2.538
H 0.210 -2.730 -3.571
N 0.156 -1.057 -2.171
C -0.081 0.021 -3.090
C 0.938 0.372 -4.003
C 0.705 1.458 -4.864
H 1.494 1.750 -5.567
C -0.496 2.185 -4.835
C -0.733 3.337 -5.786
H -1.279 4.159 -5.293
H -1.340 3.012 -6.652
H 0.217 3.737 -6.178
C -1.484 1.801 -3.912
H -2.428 2.358 -3.871
C -1.303 0.724 -3.029
C -2.370 0.365 -2.025
H -2.453 -0.726 -1.889
H -3.349 0.762 -2.337
H -2.123 0.784 -1.034
C 2.253 -0.373 -4.046
H 2.172 -1.305 -4.635
H 2.586 -0.660 -3.035
H 3.034 0.249 -4.512
N -3.737 0.841 2.339
C -2.734 -0.159 2.382
N -2.403 -0.764 3.619
S -2.111 -0.729 0.987
H -4.180 1.171 3.209
H -4.032 1.252 1.442
H -1.697 -1.503 3.669
H -2.848 -0.444 4.491
```

Computed properties:
**DFT total energy**: -1989.0808 a.u.
**HOMO-LUMO gap (alpha / beta)**: 1.74 / 4.03 eV
**E_HOMO (alpha / beta)**: 0.684 / -1.367 eV
**Charge**: -1
**LUMO energy (alpha / beta)**: 0.0890 / 0.0979 Eh


Density functional theory data (the ωB97M-V functional and the def2-TZVPD basis) for a cluster of 2 separate species, C6H10N3OS in total in a non-equilibrium geometry.

Geometry as XYZ:
```
21
C6H10N3OS (the ωB97M-V functional and the def2-TZVPD basis)
C -1.923 1.030 1.257
C -2.181 1.656 0.056
C -1.616 -0.321 1.495
C -1.881 1.240 -1.242
C 2.181 -0.598 0.077
C -1.595 -1.325 0.627
N 2.755 -0.980 -1.085
N 3.002 -0.499 1.139
N -0.973 0.351 -1.569
O 0.975 -0.354 0.163
S -1.629 -2.545 -0.302
H -2.067 1.624 2.149
H -2.688 2.608 0.124
H -1.430 -0.615 2.524
H -2.405 1.741 -2.052
H 3.738 -1.172 -1.148
H 2.185 -1.157 -1.891
H 3.987 -0.680 1.080
H -0.266 0.027 -0.876
H -0.793 0.167 -2.546
H 2.624 -0.198 2.019
```

Computed properties:
**DFT total energy**: -872.0791 a.u.
**HOMO-LUMO gap**: 7.43 eV
**E_HOMO**: -12.053 eV
**Energy above the lowest of the compared OMol25 structures with the same formula, charge and spin**: 0.1122 eV
**Charge**: +1
**LUMO energy**: -0.1700 Eh


Density functional theory data (the ωB97M-V functional and the def2-TZVPD basis) for a cluster of 2 separate species, C2H3Cl2FS in total in a non-equilibrium geometry.

Geometry as XYZ:
```
9
C2H3Cl2FS (the ωB97M-V functional and the def2-TZVPD basis)
F 2.257 -1.426 -1.047
C 1.173 -0.708 -1.412
C 0.211 -0.381 -0.541
S -1.092 0.623 -1.097
Cl 0.223 -0.871 1.080
H 1.312 -0.598 -2.480
H -0.896 1.450 -0.030
Cl -2.151 1.137 3.117
H -1.036 0.774 2.411
```

Computed properties:
**DFT total energy**: -1496.3980 a.u.
**HOMO-LUMO gap**: 9.94 eV
**E_HOMO**: -9.409 eV
**Energy above the lowest of the compared OMol25 structures with the same formula, charge and spin**: 1.0666 eV
**LUMO energy**: 0.0196 Eh


Density functional theory data (the ωB97M-V functional and the def2-TZVPD basis) for a cluster of 2 separate species, C10H16O in total in a non-equilibrium geometry.

Geometry as XYZ:
```
27
C10H16O (the ωB97M-V functional and the def2-TZVPD basis)
C 0.383 3.644 -0.068
C 0.839 2.118 -0.071
C -0.217 1.164 -0.290
C -0.341 0.602 -1.600
C -1.345 -0.369 -1.857
C -2.213 -0.717 -0.839
O -3.078 -1.760 -1.057
C -1.983 -0.265 0.457
C -1.125 0.767 0.758
H 1.209 4.166 0.446
H -0.688 3.681 0.362
H 0.154 3.884 -1.104
H 1.751 1.936 -0.680
H 1.289 1.868 0.904
H 0.349 0.935 -2.302
H -1.401 -0.959 -2.705
H -3.173 -1.878 -2.113
H -2.576 -0.780 1.229
H -1.121 1.179 1.739
C 0.959 -2.473 0.799
C 2.454 -2.410 1.358
H 0.403 -3.448 0.968
H 0.471 -1.714 1.436
H 0.702 -2.123 -0.348
H 2.913 -1.568 0.953
H 3.082 -3.216 1.214
H 2.303 -2.266 2.411
```

Computed properties:
**DFT total energy**: -465.8043 a.u.
**HOMO-LUMO gap**: 9.01 eV
**E_HOMO**: -8.223 eV
**Energy above the lowest of the compared OMol25 structures with the same formula, charge and spin**: 2.5456 eV
**LUMO energy**: 0.0288 Eh